Entry 1:
Entry from the Open Molecules 2025 dataset: the molecule C6H12O (ωB97M-V with the def2-TZVPD basis set).

Results
molecular weight = 100.16 g/mol
relative energy (zero: lowest compared OMol25 entry of this formula, charge and spin) = 3.9626 eV
SMILES = CCO[C@H]1C[C@H]1C
Kohn-Sham gap = 8.7599 eV

The geometry in XYZ format:
```
19
Properties=species:S:1:pos:R:3:nbo_charge:R:1
C 2.64 0.13 -1.25 -0.62
C 1.45 0.12 -0.33 -0.06
O 0.70 -1.01 -0.65 -0.50
C -0.45 -1.14 0.06 0.15
C -0.49 -0.05 1.57 -0.49
C -1.56 -0.33 0.60 -0.31
C -2.38 0.72 -0.07 -0.60
H 3.33 -0.68 -1.00 0.21
H 3.15 1.09 -1.15 0.21
H 2.29 0.00 -2.27 0.22
H 0.81 0.99 -0.48 0.15
H 1.72 0.08 0.74 0.19
H -0.79 -2.16 -0.19 0.19
H -0.18 1.01 1.60 0.20
H -0.30 -0.54 2.51 0.21
H -2.16 -1.15 1.00 0.22
H -2.94 0.25 -0.89 0.21
H -1.76 1.53 -0.48 0.21
H -3.08 1.14 0.66 0.21
```

***

Entry 2:
Entry from the Open Molecules 2025 dataset: a cluster of 2 separate species, C6H11O in total (ωB97M-V with the def2-TZVPD basis set).

Results
molecular weight = 99.15 g/mol
relative energy (zero: lowest compared OMol25 entry of this formula, charge and spin) = 5.0043 eV
Kohn-Sham gap = 4.6447 eV
charge = -1

The geometry in XYZ format:
```
18
Properties=species:S:1:pos:R:3:nbo_charge:R:1
C -3.53 0.18 -0.56 -0.02
O -4.55 -0.20 0.26 -0.96
C -2.20 0.28 0.23 -0.67
C 2.12 1.08 -0.64 -0.18
C 1.89 0.17 0.30 -0.03
C 1.39 -0.40 1.41 -0.53
C 3.15 -0.51 -0.49 -0.62
H -3.77 1.17 -1.04 0.06
H -3.33 -0.51 -1.42 0.05
H -1.31 -0.15 -0.23 0.16
H -2.36 -0.22 1.20 0.21
H 1.54 1.07 -1.57 0.19
H -2.02 1.32 0.57 0.17
H 1.91 -1.21 1.89 0.20
H 0.78 0.28 1.98 0.23
H 4.07 -0.17 -0.05 0.23
H 3.10 -0.61 -1.57 0.25
H 3.09 -1.58 -0.26 0.25
```

***

Entry 3:
Entry from the Open Molecules 2025 dataset: the molecule C4H8O2 (ωB97M-V with the def2-TZVPD basis set).

Results
molecular weight = 88.11 g/mol
relative energy (zero: lowest compared OMol25 entry of this formula, charge and spin) = 1.9585 eV
SMILES = C[C@H]1O[C@H]1CO
Kohn-Sham gap = 11.3412 eV

The geometry in XYZ format:
```
14
Properties=species:S:1:pos:R:3:nbo_charge:R:1
C -1.78 0.16 -0.57 -0.64
C -0.77 0.90 0.27 0.07
O -0.30 0.27 1.46 -0.50
C 0.63 0.51 0.41 0.02
C 1.24 -0.70 -0.27 -0.09
O 2.47 -1.06 0.32 -0.71
H -1.56 -0.91 -0.60 0.22
H -1.79 0.55 -1.59 0.22
H -2.79 0.29 -0.16 0.22
H -0.99 1.97 0.41 0.18
H 1.36 1.29 0.63 0.19
H 1.45 -0.48 -1.31 0.19
H 0.52 -1.54 -0.23 0.17
H 2.31 -1.25 1.25 0.47
```